191
Properties=species:S:1:pos:R:3:forces:R:3 method="wB97M-V/def2-TZVPD" gap_ev=2.504 total_charge=+3 spin_multiplicity=1 e_tot_ha=-4065.184865 largest_force_ha_per_bohr=0.0853 homo_energy_ev=-9.6
C 1.0548 -6.5819 -2.3884 -1.2207 -4.1625 0.6441
O 1.7269 -6.2382 -1.1544 0.2065 1.4921 -0.2328
O 0.1464 -7.5493 -2.0640 0.5544 3.0244 -0.8758
C 0.6134 -5.3230 -3.2426 -0.3049 -1.5476 0.9911
F 0.0326 -4.3331 -2.5386 0.0631 0.8244 0.5324
F 1.7174 -4.7811 -3.8506 -0.6524 0.2263 -0.3444
F -0.3031 -5.6586 -4.1584 0.7509 0.1784 -0.3022
C 2.9756 -5.5861 -1.2521 -0.5341 0.0449 1.3225
C 3.1981 -4.9828 0.1402 1.0183 0.1219 -0.0873
H 3.8590 -4.1273 -0.0333 -0.0780 0.3114 0.4857
H 2.2700 -4.6953 0.6334 -0.0997 0.2205 -0.3496
H 3.7208 -5.6341 0.8433 -0.0367 -0.2662 -0.1721
H 3.0161 -4.7555 -1.9598 -0.2498 -0.1481 -0.2600
H 3.7962 -6.2738 -1.4761 -0.0576 -0.1345 -0.2343
H 1.8360 -7.0578 -2.9993 0.4348 0.3569 -0.5988
C -2.7614 0.7377 -4.1770 -0.6793 -2.6213 -1.8706
O -3.8899 1.5633 -4.2998 0.2106 1.7626 1.1921
O -2.5388 0.0461 -5.3094 1.5105 0.9892 1.3240
C -1.6044 1.6175 -3.6175 -0.6641 0.9316 -0.9069
F -1.9217 2.1771 -2.4268 -0.1639 0.2593 0.4941
F -0.4199 1.0181 -3.3955 -0.0175 -1.1077 -0.0856
F -1.2756 2.6382 -4.4392 -0.1546 0.3416 -0.2696
C -5.1993 1.0740 -4.6459 1.1504 1.3476 0.7191
C -6.1920 1.8137 -3.7509 -0.1290 -0.5794 0.1434
H -5.9891 1.6628 -2.6875 0.2984 -0.1506 -0.0245
H -6.1982 2.8929 -3.8909 -0.1124 -0.0700 -0.3382
H -7.1712 1.3598 -3.9181 -0.2239 0.4312 -0.1416
H -5.3102 0.0012 -4.4903 0.2500 -0.1081 -0.4779
H -5.2696 1.4476 -5.6654 -0.7311 -0.8932 -0.2747
H -2.9614 0.0886 -3.2973 0.0374 -0.5051 0.4050
C 0.7975 -2.1695 0.3169 0.8909 -0.3083 0.6608
C -0.0694 -1.0297 0.8194 -0.6156 0.0601 -0.3883
C -0.7314 -0.3038 -0.3760 0.4201 -0.4906 0.3211
O -0.9349 -1.4289 1.8387 -0.7569 0.0310 0.5682
H 1.7055 -1.8387 -0.1959 0.0397 0.2357 0.0209
H 0.3984 -2.9341 -0.3522 -0.5905 0.2301 0.0798
H 1.1212 -2.6598 1.2408 0.2370 -0.3382 -0.1574
H 0.6064 -0.3141 1.3267 0.6294 0.4355 -0.4370
H -1.3618 0.5092 -0.0109 -0.0743 0.1110 -0.3080
H -1.2855 -0.9932 -1.0173 -0.3815 -0.0878 0.3426
H 0.0233 0.0425 -1.0863 0.1188 0.4721 0.2808
C -2.2228 4.0330 5.8099 0.5872 -0.3034 0.2229
O -1.7437 2.9509 4.9961 -0.3288 -0.0517 -0.6180
C -1.0453 3.4053 3.8601 0.4794 -0.5481 0.8800
C -0.7595 2.2782 2.8926 -0.1034 -0.2654 1.4291
N -0.2190 1.0843 3.6396 0.1958 -1.7723 0.2358
H -0.7436 0.7939 4.4714 -0.6155 0.8707 0.1902
H -0.4213 0.2592 3.0576 0.0828 -0.7796 -0.8793
C 1.1962 0.9847 4.1297 0.7140 1.5330 -0.0875
C 1.5418 -0.3550 4.7482 -0.8297 -0.7817 -0.5461
O 0.5737 -0.6317 5.7381 0.0836 0.2295 -0.1380
C 0.9234 -1.7291 6.5736 0.8300 0.2962 0.3800
H -1.3882 4.5388 6.3017 0.1077 0.0073 -0.0581
H -2.8207 3.5718 6.5911 -0.2608 0.1841 -0.1666
H -2.7545 4.7734 5.2116 -0.3069 -0.1547 0.0502
H -0.0406 3.6890 4.1966 -0.1165 0.9649 -0.0403
H -1.6047 4.1905 3.3478 0.2944 0.2437 -0.0335
H 0.0335 2.6497 2.2469 -0.2700 -0.4308 -0.5507
H -1.6686 1.9104 2.4217 0.2608 0.0831 -0.4603
H 1.3271 1.7992 4.8449 -0.1717 -0.1990 0.3240
H 1.8851 1.2619 3.3299 -0.1463 -0.4181 -0.3216
H 2.5759 -0.4123 5.0986 -0.0111 0.5963 0.4184
H 1.5192 -1.1436 3.9859 -0.2705 -0.0065 -0.2640
H 1.9276 -1.5488 6.9694 0.0625 -0.0550 0.0592
H 0.9663 -2.6854 6.0488 -0.3206 0.0277 -0.1207
H 0.2649 -1.7497 7.4380 -0.2775 -0.0709 -0.2824
C 3.3347 0.8404 0.3855 -1.2431 0.5981 -1.3248
O 4.5786 0.8580 -0.2786 1.4441 -0.3647 -0.2644
C 5.2730 2.0865 -0.3452 -0.9882 0.9612 1.6501
C 5.9495 2.3495 1.0469 0.5691 -0.2049 -0.2802
N 6.6302 1.1022 1.5553 -0.9452 0.0647 -0.4748
H 6.0925 0.3231 1.1490 -0.1824 -0.3174 0.1328
H 7.5555 0.9831 1.1487 0.1875 0.3022 0.1305
C 6.6572 0.9062 3.0727 0.4414 -1.2079 -1.4489
C 5.4430 0.0546 3.4557 0.2126 -0.1597 -0.9689
O 5.4066 -1.1027 2.6082 0.5985 1.1096 0.1534
C 4.2925 -1.8981 2.8719 -0.8428 -1.8130 0.5419
H 3.1874 -0.0496 0.9921 0.4245 0.1830 0.3181
H 2.5633 0.7811 -0.3909 -0.0691 -0.2240 -0.0331
H 3.0856 1.7974 0.8560 0.3815 -0.1408 0.6193
H 4.5426 2.8911 -0.4788 -0.0200 0.1905 0.1064
H 5.9272 2.2330 -1.2018 0.2806 -0.9808 0.0527
H 5.2307 2.6093 1.8227 -0.2361 -0.0407 -0.2065
H 6.7165 3.1231 1.0530 -0.1745 0.1682 -0.2831
H 6.7169 1.8838 3.5420 0.0741 -0.1582 0.1859
H 7.5727 0.3181 3.1253 0.0200 0.1406 1.0264
H 4.5595 0.6635 3.2373 -0.3510 -0.0390 0.4310
H 5.4955 -0.2785 4.4913 -0.0516 0.3632 0.1713
H 4.1421 -2.0879 3.9410 -0.0437 0.6515 0.1813
H 4.4224 -2.9330 2.5472 0.5682 0.2607 -0.6266
H 3.3553 -1.5887 2.4002 0.0784 0.4961 0.0637
C 3.3599 9.3274 -1.8538 0.3483 0.3492 1.8084
O 2.4738 8.2569 -1.5403 -1.2833 -0.7158 -1.4195
C 1.9512 8.0873 -0.2748 0.6126 0.0812 1.7073
C 0.5569 7.4357 -0.2422 -0.0750 0.3600 -2.0357
N 0.5108 6.1072 -1.0037 0.6822 -0.0162 0.4509
H 1.3258 5.5530 -0.7345 0.4335 0.0434 -0.4804
H -0.2436 5.5325 -0.6323 -0.4135 0.1838 -0.2099
C 0.3875 6.1242 -2.5046 -0.7630 -0.8812 -1.0289
C 0.4717 4.6655 -3.0335 0.1287 1.1094 0.6973
O 1.7261 4.1975 -2.5817 -0.0989 -0.7905 0.4881
C 2.0344 2.8426 -2.9469 1.0401 0.0760 -0.3468
H 4.2717 9.1417 -1.2805 0.4060 0.0303 -0.5345
H 3.0079 10.2844 -1.4593 -0.4153 0.0013 -0.2207
H 3.5214 9.4078 -2.9230 -0.0804 -0.3612 0.0506
H 1.8968 9.0133 0.3082 -0.4001 0.2992 -0.2785
H 2.6462 7.5143 0.3552 0.0851 -0.4510 -0.0973
H -0.0982 8.0818 -0.8278 -0.2015 0.0325 0.1840
H 0.0847 7.2472 0.7181 0.5349 0.2349 0.2516
H 1.0978 6.7770 -3.0045 0.3389 0.0235 0.6663
H -0.6136 6.4889 -2.7353 -0.0110 0.1581 0.1393
H 0.3758 4.6438 -4.1197 0.1049 0.0582 -0.0074
H -0.3869 4.1199 -2.6314 0.1672 -0.3901 0.0810
H 1.3353 2.0713 -2.6320 -0.4836 0.4208 -0.1376
H 2.9920 2.5555 -2.5058 0.0301 0.4541 0.3626
H 2.2555 2.8043 -4.0150 -0.5879 -0.1525 -0.1587
C -1.5724 -7.0955 5.6279 -0.3169 -0.3612 1.3382
O -0.9602 -6.0766 4.8815 0.7246 0.3002 -0.5952
C -1.2636 -4.7560 5.2872 -0.8601 -1.2042 -0.7641
C -0.8917 -3.7797 4.1584 0.2949 0.6533 -0.0063
N -1.4393 -4.1111 2.7912 -0.1482 -2.0611 1.1766
H -2.4201 -4.3212 2.9668 -0.2598 0.1501 -0.4814
H -1.3461 -3.2695 2.2037 0.2956 0.8390 -0.2605
C -0.9000 -5.3353 2.0477 0.7940 0.1040 -0.2718
C -1.4238 -5.3127 0.6175 -1.4488 -0.9138 0.6120
O -2.8440 -5.1636 0.5627 -1.0907 1.5700 0.6205
C -3.7100 -6.1691 1.0356 0.0914 -0.8147 0.5386
H -2.6536 -6.9417 5.6865 -0.0943 -0.1594 -0.2430
H -1.2235 -7.1534 6.6657 0.1487 0.5146 0.0778
H -1.3263 -8.0936 5.2711 -0.0662 0.3029 -0.7529
H -0.8565 -4.5772 6.2848 0.4643 0.6196 -0.2089
H -2.3515 -4.7195 5.4308 -0.2068 0.2749 -0.0261
H 0.1659 -3.5572 4.0247 0.1318 -0.5032 0.0740
H -1.3365 -2.8001 4.3435 -0.0058 0.0029 0.3806
H -1.0718 -6.2717 2.5719 -0.5495 0.3891 0.2630
H 0.1878 -5.2493 2.0401 0.0213 0.1979 -0.1661
H -1.3072 -6.2886 0.1405 1.5611 0.3380 -0.4915
H -1.0713 -4.3968 0.1473 0.3416 -0.5611 -0.6380
H -3.4826 -6.5345 2.0451 0.4516 0.0688 0.0947
H -3.7443 -7.0576 0.4024 0.1437 0.1199 -0.2477
H -4.7227 -5.7818 1.1469 0.0481 0.3030 -0.4592
C 2.2352 -1.1906 -3.5197 0.5752 -1.1756 0.0738
O 1.9836 -0.7957 -4.8538 -0.2603 1.3336 0.4638
C 0.8569 -1.4327 -5.4019 -0.0184 -0.8527 -0.5917
C 0.6199 -0.9643 -6.8296 -1.6906 0.7748 -0.0471
N 0.3916 0.5783 -6.9769 1.5169 -1.5767 -1.0981
H -0.1433 0.6409 -7.8385 -0.6538 0.3510 0.3104
H -0.1388 0.9383 -6.1794 -0.3602 0.0895 -0.0268
C 1.6978 1.3010 -7.2359 -1.0879 0.9024 0.8223
C 1.4735 2.8076 -7.5547 0.8682 -1.2351 0.3331
O 0.7970 3.4778 -6.5178 -0.2769 0.8168 -0.4554
C 0.4313 4.8208 -6.9236 1.0806 0.3317 0.4162
H 1.4293 -1.0897 -2.7861 -0.5963 0.0022 -0.5448
H 3.0698 -0.6655 -3.0518 0.2180 0.3109 -0.6803
H 2.5209 -2.2416 -3.6193 -0.0687 -0.1520 0.7300
H -0.0642 -1.3777 -4.8126 -0.0198 0.9593 0.0639
H 0.9805 -2.5233 -5.4187 0.4428 -0.0916 -0.3441
H -0.3520 -1.3547 -7.1366 -0.0692 -0.1985 0.3037
H 1.2675 -1.2337 -7.6616 0.6921 -0.0398 0.5751
H 2.2640 0.8877 -8.0690 -0.4930 -0.3883 -0.1348
H 2.2630 1.0658 -6.3344 0.2331 0.6282 0.0174
H 0.9823 2.9709 -8.5167 -0.2547 -0.2919 -0.0370
H 2.5179 3.1024 -7.7095 -0.0218 0.7962 0.1809
H 1.3256 5.4262 -7.1025 0.3098 -0.3134 -0.3351
H -0.0092 5.3806 -6.1002 -0.5596 -0.6378 0.1210
H -0.1847 4.9011 -7.8181 -0.2261 -0.4845 0.0863
C -5.5979 -1.1565 -1.5043 0.4898 -0.3973 0.0312
O -5.9172 -1.7918 -0.2432 -0.0474 0.7664 -0.2096
C -4.8950 -2.6919 0.0895 -0.1700 -0.1520 0.0668
C -3.6710 -2.0158 0.6470 0.6446 -0.1646 0.2288
N -3.9564 -1.3634 1.9848 -0.6080 0.5609 0.0068
H -4.4183 -2.0826 2.5378 -0.0488 0.0961 0.2820
H -3.0732 -1.1458 2.4566 0.5411 -0.0727 -0.4650
C -4.8634 -0.1408 2.0344 -0.8688 -0.3897 -0.1882
C -4.6218 0.7257 3.2409 1.1349 0.4636 0.8184
O -4.5772 -0.0428 4.4231 -0.5931 -0.1843 -0.1062
C -5.1645 0.5899 5.5642 -0.1797 -0.8749 0.3949
H -4.6342 -0.6367 -1.5034 0.1913 -0.0911 0.3484
H -6.2973 -0.3796 -1.8001 -0.5625 -0.4598 0.3196
H -5.5015 -1.9517 -2.2443 -0.2850 0.1850 -0.3139
H -4.6969 -3.3511 -0.7598 0.6343 0.1742 -0.0591
H -5.1777 -3.4051 0.8723 -0.7996 0.2085 0.0334
H -3.1591 -1.2847 0.0290 -0.1575 -0.0195 -0.0261
H -2.9778 -2.8091 0.9201 0.1766 0.1130 -0.4129
H -5.8731 -0.5483 2.0650 -0.0237 0.0597 0.0443
H -4.8369 0.4323 1.1091 0.5073 -0.1511 -0.0697
H -5.3168 1.5633 3.3305 -0.4971 -0.3491 -0.3828
H -3.6475 1.2370 3.2398 0.1704 -0.0133 -0.6714
H -4.6294 0.1728 6.4162 0.1737 0.5159 0.1173
H -6.1986 0.2763 5.7252 -0.1199 0.0358 -0.4191
H -5.1483 1.6779 5.5100 0.3595 -0.0027 0.0685